Entry 1:
The following is a DFT calculation (ωB97M-V with the def2-TZVPD basis set) of a single C5H8O2 molecule.

The charge is 0. As for the SMILES: C=CCCC(=O)O. The value obtained for the max |F| is 0.0944 hartree/bohr. The value obtained for the LUMO energy is 0.593 eV. As for the relative energy (zero: lowest compared OMol25 entry of this formula, charge and spin): 2.1703 eV.

Last column: natural (NBO) charge in e.
Atoms and positions in Å:
C1 -1.164 -0.108 -1.543  -0.31
C2 -0.307 -0.926 -0.898  -0.25
C3 -0.171 -0.933 0.647  -0.44
C4 -0.114 0.459 1.177  -0.54
C5 0.849 1.274 0.359  0.80
O1 0.485 2.239 -0.365  -0.55
O2 2.154 0.791 0.417  -0.72
H1 -1.711 0.684 -1.136  0.20
H2 -1.301 -0.213 -2.588  0.19
H3 -0.181 -1.920 -1.237  0.20
H4 -0.804 -1.658 1.110  0.24
H5 0.839 -1.285 0.676  0.20
H6 -0.980 1.116 1.310  0.24
H7 0.385 0.548 2.194  0.24
H8 2.022 -0.069 -0.124  0.49

=====

Entry 2:
The following is a DFT calculation (ωB97M-V with the def2-TZVPD basis set) of a gas-phase ion, C7H9N2 (charge +1).

The charge is +1. As for the SMILES: C1=NC2=[N+]3C[C@@H]3[C@@H](C1)C2. The value obtained for the max |F| is 0.0933 hartree/bohr. The value obtained for the LUMO energy is -5.119 eV. As for the relative energy (zero: lowest compared OMol25 entry of this formula, charge and spin): 5.4449 eV.

Last column: natural (NBO) charge in e.
Atoms and positions in Å:
C1 -1.340 -1.151 -1.401  0.21
N1 -2.080 -0.381 -0.690  -0.40
C2 -1.570 0.400 0.197  0.63
N2 -1.397 0.171 1.513  -0.40
C3 -0.384 0.953 2.171  -0.21
C4 0.067 -0.246 1.265  -0.01
C5 0.581 0.022 -0.173  -0.27
C6 0.123 -1.268 -1.114  -0.49
C7 -0.148 1.234 -0.670  -0.33
H1 -1.922 -1.540 -2.240  0.24
H2 -0.221 0.877 3.226  0.26
H3 -0.275 2.052 1.901  0.23
H4 0.092 -1.250 1.562  0.25
H5 1.595 0.046 -0.036  0.26
H6 0.114 -2.222 -0.638  0.26
H7 0.751 -1.424 -1.928  0.27
H8 -0.511 1.197 -1.661  0.24
H9 -0.072 2.089 -0.058  0.24

=====

Entry 3:
The following is a DFT calculation (ωB97M-V with the def2-TZVPD basis set) of a molecular structure, C14H23N4O2PPdS3.

The charge is -1. The value obtained for the max |F| is 0.0130 hartree/bohr. The value obtained for the LUMO energy (spin up / spin down) is 2.817 / 2.250 eV. As for the relative energy (zero: lowest compared OMol25 entry of this formula, charge and spin): 1.8978 eV. As for the multiplicity: 4.

Last column: natural (NBO) charge in e.
Atoms and positions in Å:
Pd1 -0.440 0.205 -0.555  0.81
C1 -0.529 2.970 5.088  -0.61
C2 -1.296 1.662 4.955  -0.22
N1 -0.572 0.675 4.170  -0.62
C3 -0.738 0.644 2.792  0.23
S1 0.004 -0.789 2.032  0.09
N2 -1.320 1.616 2.201  -0.38
N3 -1.376 1.606 0.845  -0.37
C4 -2.114 2.561 0.266  0.14
C5 -2.827 3.616 1.064  -0.66
C6 -2.227 2.537 -1.139  0.09
C7 -3.020 3.464 -1.874  -0.25
C8 -3.070 3.401 -3.237  -0.19
C9 -2.332 2.413 -3.921  -0.36
C10 -1.593 1.529 -3.163  0.07
N4 -1.533 1.568 -1.834  -0.52
H1 -1.071 3.673 5.725  0.20
H2 -0.397 3.422 4.105  0.22
H3 0.457 2.794 5.522  0.20
H4 -2.264 1.859 4.485  0.20
H5 -1.482 1.228 5.939  0.18
H6 -0.474 -0.238 4.578  0.39
H7 -2.493 3.587 2.097  0.24
H8 -3.911 3.460 1.052  0.21
H9 -2.635 4.612 0.659  0.21
H10 -3.590 4.213 -1.342  0.20
H11 -3.678 4.109 -3.788  0.20
H12 -2.337 2.336 -4.998  0.21
H13 -1.004 0.745 -3.626  0.21
C11 5.270 -3.571 -1.220  -0.62
C12 4.457 -2.297 -1.085  -0.06
O1 3.300 -2.389 -1.891  -0.84
P1 1.834 -1.929 -1.202  1.16
S2 -1.502 -1.462 0.799  -0.38
S3 1.346 -0.219 -2.217  -0.73
O2 0.902 -3.034 -2.008  -0.83
C13 0.906 -4.353 -1.483  -0.06
C14 1.478 -5.315 -2.507  -0.63
H14 6.186 -3.510 -0.628  0.20
H15 5.540 -3.738 -2.264  0.20
H16 4.689 -4.428 -0.875  0.20
H17 5.049 -1.432 -1.403  0.16
H18 4.178 -2.135 -0.036  0.17
H19 -0.124 -4.617 -1.228  0.17
H20 1.490 -4.394 -0.555  0.17
H21 0.906 -5.262 -3.433  0.21
H22 1.444 -6.342 -2.132  0.19
H23 2.512 -5.049 -2.730  0.21

=====

Entry 4:
The following is a DFT calculation (ωB97M-V with the def2-TZVPD basis set) of a molecular structure, C21H28Cl3IrO4.

The charge is +1. The value obtained for the max |F| is 0.1047 hartree/bohr. The value obtained for the LUMO energy (spin up / spin down) is -2.113 / -7.281 eV. As for the multiplicity: 6.

Last column: natural (NBO) charge in e.
Atoms and positions in Å:
O1 -0.372 -0.672 -2.945  -0.58
C1 -0.204 0.713 -3.446  -0.07
C2 -0.051 0.334 -4.909  -0.47
H1 0.712 1.121 -3.003  0.19
H2 -1.078 1.354 -3.257  0.18
C3 -0.151 -1.101 -4.324  0.28
H3 0.928 0.596 -5.314  0.22
H4 -0.898 0.642 -5.532  0.22
C4 1.168 -1.824 -4.517  -0.63
H5 2.005 -1.190 -4.199  0.21
H6 1.283 -2.038 -5.594  0.23
H7 1.195 -2.770 -3.960  0.21
C5 -1.325 -1.879 -4.858  -0.62
H8 -2.254 -1.321 -4.720  0.22
H9 -1.392 -2.850 -4.355  0.22
H10 -1.186 -2.065 -5.933  0.22
Ir1 -0.766 -1.252 2.364  1.22
C6 -2.597 -1.344 3.382  -0.32
C7 -2.080 0.002 3.557  -0.33
C8 -2.034 0.629 2.269  -0.25
H11 -1.760 0.460 4.488  0.27
C9 -2.504 -0.307 1.292  -0.31
C10 -2.869 -1.520 1.975  -0.30
H12 -3.292 -2.392 1.498  0.27
H13 -2.764 -2.080 4.165  0.27
H14 -1.715 1.645 2.076  0.27
H15 -2.564 -0.148 0.218  0.27
C11 0.508 -2.203 3.779  -0.30
C12 0.152 -3.104 2.711  -0.33
C13 0.765 -2.601 1.491  -0.31
H16 -0.423 -4.029 2.771  0.28
C14 1.515 -1.440 1.814  -0.23
C15 1.308 -1.136 3.196  -0.29
H17 1.677 -0.277 3.725  0.27
H18 0.238 -2.298 4.826  0.27
H19 0.660 -3.031 0.496  0.27
H20 2.177 -0.881 1.147  0.27
O2 1.904 1.150 -1.122  -0.39
C16 0.678 0.476 -0.624  -0.14
C17 -0.490 1.445 -0.621  -0.46
H21 0.862 0.252 0.439  0.21
H22 0.445 -0.450 -1.169  0.26
C18 0.173 2.790 -0.925  -0.42
H23 -0.860 1.445 0.397  0.22
H24 -1.310 1.174 -1.287  0.23
C19 1.666 2.523 -0.688  -0.07
H25 -0.195 3.589 -0.290  0.24
H26 0.047 3.045 -1.969  0.23
H27 1.885 2.638 0.412  0.25
H28 2.331 3.187 -1.256  0.23
Cl1 1.507 4.080 4.960  0.09
C20 1.658 2.436 4.349  -0.21
Cl2 3.277 1.797 4.621  0.08
Cl3 0.474 1.398 5.220  0.03
C21 1.368 2.425 2.761  0.73
O3 1.857 3.392 2.133  -0.38
O4 0.713 1.465 2.281  -0.70

=====

Entry 5:
The following is a DFT calculation (ωB97M-V with the def2-TZVPD basis set) of 2 unconnected molecules or ions with the total composition C14H18BrN3O2.

The charge is 0. As for the SMILES: O=[N+]([O-])/C=C/c1ccc(Br)cc1.C=C1N(C)CCN1C. The value obtained for the max |F| is 0.0645 hartree/bohr. The value obtained for the LUMO energy is -0.973 eV.

Last column: natural (NBO) charge in e.
Atoms and positions in Å:
O1 -0.006 2.637 4.590  -0.39
N1 0.320 2.293 3.419  0.48
O2 0.378 3.123 2.469  -0.43
C1 0.645 0.970 3.102  -0.17
C2 1.091 0.625 1.861  -0.06
C3 1.516 -0.724 1.514  -0.11
C4 2.389 -0.913 0.415  -0.11
C5 2.752 -2.188 0.003  -0.26
C6 2.235 -3.313 0.668  -0.08
Br1 2.669 -5.041 0.050  0.08
C7 1.370 -3.153 1.763  -0.24
C8 1.031 -1.870 2.207  -0.16
H1 0.525 0.239 3.906  0.22
H2 1.327 1.416 1.133  0.25
H3 2.784 -0.019 -0.077  0.21
H4 3.419 -2.314 -0.847  0.23
H5 0.950 -4.026 2.262  0.23
H6 0.379 -1.731 3.078  0.22
C9 -1.229 0.886 0.521  -0.70
C10 -1.280 0.760 -0.859  0.43
N2 -0.690 1.608 -1.765  -0.43
C11 -0.166 2.904 -1.468  -0.40
C12 -0.873 1.194 -3.121  -0.20
C13 -1.562 -0.161 -2.988  -0.20
N3 -1.841 -0.254 -1.588  -0.43
C14 -2.534 -1.390 -1.064  -0.40
H7 -1.687 0.102 1.121  0.21
H8 -0.884 1.835 0.924  0.23
H9 0.261 2.933 -0.462  0.22
H10 0.615 3.144 -2.202  0.20
H11 -0.932 3.694 -1.536  0.19
H12 -1.496 1.903 -3.687  0.18
H13 0.093 1.104 -3.634  0.19
H14 -2.484 -0.213 -3.581  0.19
H15 -0.894 -0.973 -3.311  0.18
H16 -3.107 -1.124 -0.170  0.22
H17 -3.230 -1.744 -1.837  0.20
H18 -1.857 -2.220 -0.810  0.19

=====

Entry 6:
The following is a DFT calculation (ωB97M-V with the def2-TZVPD basis set) of 2 unconnected molecules or ions with the total composition C6H6Si.

The charge is 0. The value obtained for the max |F| is 0.0887 hartree/bohr. The value obtained for the LUMO energy (spin up / spin down) is -0.759 / -0.266 eV. As for the relative energy (zero: lowest compared OMol25 entry of this formula, charge and spin): 4.3766 eV.

Last column: natural (NBO) charge in e.
Atoms and positions in Å:
C1 -3.351 -0.699 0.497  -0.13
C2 -0.786 3.319 -0.164  -0.16
C3 -2.300 -0.160 0.200  -0.53
C4 -0.567 2.143 0.044  -0.52
C5 2.090 -0.489 0.915  -0.33
C6 0.849 -0.812 0.623  -0.63
Si1 -0.581 0.314 0.105  1.27
H1 -4.245 -0.907 0.863  0.21
H2 -0.946 4.343 -0.068  0.23
H3 2.797 -1.299 1.335  0.19
H4 2.681 0.358 0.696  0.20
H5 0.587 -1.748 0.970  0.23
H6 0.912 -0.760 -2.900  -0.02

=====

Entry 7:
The following is a DFT calculation (ωB97M-V with the def2-TZVPD basis set) of 2 unconnected molecules or ions with the total composition C3HF2NO.

The charge is 0. The value obtained for the max |F| is 0.0737 hartree/bohr. The value obtained for the LUMO energy (spin up / spin down) is -0.180 / -1.392 eV. As for the relative energy (zero: lowest compared OMol25 entry of this formula, charge and spin): 3.8928 eV.

Last column: natural (NBO) charge in e.
Atoms and positions in Å:
C1 -0.300 0.533 1.128  0.05
C2 -0.576 -1.074 -0.987  0.41
C3 0.623 1.036 0.286  0.64
N1 -1.045 -0.010 1.850  -0.29
O1 -0.181 -1.684 -1.867  -0.40
F1 1.903 0.550 0.415  -0.31
F2 0.609 1.797 -0.762  -0.26
H1 -1.032 -1.148 -0.064  0.16

=====

Entry 8:
The following is a DFT calculation (ωB97M-V with the def2-TZVPD basis set) of a molecular structure, C4H13N2Pb.

The charge is +1. The value obtained for the max |F| is 0.0750 hartree/bohr. The value obtained for the LUMO energy (spin up / spin down) is -5.086 / -5.086 eV.

Last column: Mulliken charge in e.
Atoms and positions in Å:
C1 3.059 -0.234 -1.409  -1.23
Pb1 0.935 -0.217 -0.850  0.86
N1 0.379 -1.047 -3.026  -0.78
H1 1.382 0.313 0.783  -0.04
H2 1.314 -1.718 0.148  -0.05
H3 3.614 -0.270 -0.431  0.36
H4 3.085 0.762 -1.908  0.39
H5 3.189 -1.133 -2.042  0.32
H6 -0.222 -0.356 -3.473  0.33
H7 -0.075 -1.970 -2.881  0.34
H8 1.313 -1.140 -3.469  0.33
C2 -1.667 1.122 3.013  -1.09
C3 -2.489 0.685 1.794  -0.19
C4 -1.806 0.218 0.639  0.34
N2 -1.340 -0.117 -0.362  -0.45
H9 -1.063 0.306 3.434  0.33
H10 -2.370 1.435 3.776  0.34
H11 -1.013 1.980 2.798  0.33
H12 -3.147 -0.138 2.050  0.28
H13 -3.079 1.518 1.417  0.27